[1]
{"formula": "C18H14Cl5N2OSV", "method": "ωB97M-V/def2-TZVPD", "symbols": ["V", "C", "C", "C", "C", "N", "C", "C", "C", "C", "C", "C", "N", "H", "H", "H", "H", "H", "H", "H", "H", "Cl", "C", "C", "C", "Cl", "C", "Cl", "C", "Cl", "C", "Cl", "C", "S", "C", "H", "H", "H", "H", "H", "H", "O"], "positions_angstrom": [[-0.708, -0.178, -0.345], [2.192, 0.067, 3.198], [3.440, 0.040, 2.608], [3.536, -0.033, 1.228], [2.374, -0.076, 0.476], [1.160, -0.035, 1.048], [1.077, 0.028, 2.379], [2.350, -0.187, -0.996], [3.487, -0.237, -1.783], [3.356, -0.385, -3.154], [2.092, -0.485, -3.706], [1.001, -0.420, -2.859], [1.122, -0.261, -1.538], [2.075, 0.116, 4.271], [4.336, 0.070, 3.213], [4.506, -0.066, 0.755], [0.081, 0.041, 2.794], [4.469, -0.172, -1.338], [4.235, -0.430, -3.783], [1.947, -0.619, -4.767], [-0.009, -0.505, -3.232], [-1.923, 1.374, 1.482], [-2.239, -0.277, 2.054], [-1.542, -1.209, 1.313], [-1.663, -2.533, 1.690], [-0.772, -3.718, 0.808], [-2.470, -2.898, 2.769], [-2.606, -4.548, 3.224], [-3.168, -1.920, 3.480], [-4.169, -2.354, 4.806], [-3.054, -0.573, 3.127], [-3.871, 0.674, 3.979], [-3.017, 1.476, -2.811], [-1.508, 1.800, -1.889], [-1.246, 3.574, -2.025], [-3.848, 2.047, -2.403], [-3.216, 0.413, -2.697], [-2.875, 1.710, -3.863], [-1.010, 3.845, -3.052], [-0.398, 3.815, -1.387], [-2.121, 4.119, -1.679], [-1.404, -1.091, -1.395]], "s_squared": 0.77, "total_charge": 1, "spin_multiplicity": 2}

=====

[2]
{"formula": "C16H31NP2Ti", "method": "ωB97M-V/def2-TZVPD", "symbols": ["P", "P", "C", "C", "H", "H", "H", "H", "C", "H", "H", "H", "C", "H", "H", "H", "C", "H", "H", "H", "C", "H", "H", "H", "Ti", "C", "C", "C", "C", "C", "C", "C", "C", "C", "H", "H", "H", "H", "H", "H", "H", "H", "H", "H", "H", "H", "H", "H", "H", "N", "C"], "positions_angstrom": [[5.513, 0.719, -0.012], [5.188, -2.900, 1.450], [6.368, -0.347, 1.138], [6.455, -1.839, 0.771], [5.963, -0.224, 2.164], [7.374, 0.096, 1.173], [6.529, -1.957, -0.316], [7.392, -2.223, 1.193], [5.399, -3.364, 3.199], [4.470, -3.687, 3.674], [5.768, -2.521, 3.781], [6.094, -4.196, 3.272], [4.753, -4.548, 0.817], [5.283, -5.407, 1.255], [4.922, -4.574, -0.259], [3.690, -4.726, 0.993], [5.836, 2.440, 0.496], [5.199, 3.236, 0.085], [6.868, 2.633, 0.223], [5.759, 2.486, 1.588], [5.844, 0.374, -1.807], [5.709, -0.671, -2.084], [6.902, 0.584, -1.892], [5.327, 0.997, -2.575], [3.752, 1.409, -1.053], [1.209, -3.058, 0.983], [1.600, -2.330, 2.046], [2.894, -1.771, 2.396], [2.697, -0.306, 2.095], [3.121, -0.334, 0.665], [3.150, -1.090, -0.456], [2.736, -2.456, -0.783], [1.284, -2.782, -0.469], [1.644, 1.017, -1.897], [0.595, -3.910, 1.199], [0.904, -2.288, 2.892], [3.789, -2.211, 1.633], [3.240, -1.808, 3.433], [1.650, 0.105, 2.121], [3.288, 0.423, 2.714], [3.028, 0.830, 0.567], [3.479, -0.607, -1.456], [3.445, -3.145, -0.322], [2.957, -2.605, -1.847], [0.680, -1.922, -0.809], [0.990, -3.662, -1.039], [1.096, 0.257, -1.325], [1.508, 0.870, -2.972], [1.226, 2.051, -1.853], [1.367, 3.329, 0.622], [2.196, 2.749, 0.013]], "e_above_lowest_kcal_mol": 221.2, "s_squared": 2.01, "spin_multiplicity": 3}

=====

[3]
{"formula": "C5H8N2", "method": "ωB97M-V/def2-TZVPD", "symbols": ["C", "N", "C", "C", "C", "C", "N", "H", "H", "H", "H", "H", "H", "H", "H"], "positions_angstrom": [[-0.992, 1.919, -0.849], [-0.389, 0.682, -0.330], [-1.124, -0.280, 0.424], [-0.416, -1.588, 0.558], [0.923, -1.566, 0.428], [1.563, -0.360, 0.093], [0.952, 0.737, -0.240], [-1.975, 1.786, -1.310], [-0.324, 2.376, -1.572], [-1.025, 2.622, -0.021], [-1.377, 0.223, 1.404], [-2.100, -0.442, -0.067], [-1.010, -2.426, 0.842], [1.496, -2.470, 0.507], [2.652, -0.347, 0.279]], "e_above_lowest_kcal_mol": 51.2, "spin_multiplicity": 1, "smiles": "CN1CC=CC=N1"}

=====

[4]
{"formula": "C14H18N2O4", "method": "ωB97M-V/def2-TZVPD", "symbols": ["C", "O", "C", "C", "C", "N", "C", "O", "C", "C", "O", "C", "C", "C", "C", "C", "C", "N", "C", "O", "H", "H", "H", "H", "H", "H", "H", "H", "H", "H", "H", "H", "H", "H", "H", "H", "H", "H"], "positions_angstrom": [[3.921, 4.980, 0.020], [2.981, 4.032, 0.459], [3.136, 2.745, -0.095], [2.752, 2.660, -1.578], [2.742, 1.219, -2.093], [1.683, 0.433, -1.502], [0.548, 0.160, -2.169], [0.366, 0.441, -3.336], [-0.543, -0.554, -1.365], [-0.071, -1.502, -0.244], [-0.985, -2.575, -0.084], [-2.101, -2.318, 0.656], [-3.242, -3.083, 0.462], [-4.365, -2.857, 1.238], [-4.360, -1.869, 2.209], [-3.222, -1.110, 2.419], [-2.092, -1.336, 1.650], [-0.906, -0.625, 1.858], [0.152, -0.694, 1.031], [1.192, -0.097, 1.248], [3.780, 5.861, 0.643], [3.769, 5.258, -1.029], [4.946, 4.608, 0.144], [4.175, 2.401, 0.035], [2.481, 2.108, 0.504], [1.760, 3.097, -1.713], [3.461, 3.234, -2.177], [2.572, 1.217, -3.173], [3.701, 0.738, -1.876], [1.745, 0.269, -0.504], [-1.210, 0.214, -0.959], [-1.123, -1.142, -2.080], [0.871, -1.979, -0.536], [-3.226, -3.850, -0.296], [-5.249, -3.454, 1.080], [-5.239, -1.692, 2.809], [-3.201, -0.346, 3.183], [-0.828, -0.038, 2.679]], "e_above_lowest_kcal_mol": 20.6, "spin_multiplicity": 1, "smiles": "COCCCNC(=O)C[C@@H]1Oc2ccccc2NC1=O"}

=====

[5]
{"formula": "C12H30Br2N2O6", "method": "ωB97M-V/def2-TZVPD", "symbols": ["C", "N", "O", "O", "H", "H", "H", "C", "N", "O", "O", "H", "H", "H", "Br", "C", "C", "Br", "H", "H", "H", "H", "C", "C", "O", "C", "C", "H", "H", "H", "H", "H", "H", "H", "H", "H", "H", "C", "C", "O", "C", "C", "H", "H", "H", "H", "H", "H", "H", "H", "H", "H"], "positions_angstrom": [[0.006, -4.176, -1.590], [0.563, -3.607, -0.352], [0.167, -4.020, 0.715], [1.327, -2.666, -0.488], [0.821, -4.591, -2.171], [-0.495, -3.362, -2.099], [-0.691, -4.960, -1.316], [1.598, -1.756, 2.839], [2.135, -1.575, 4.228], [2.811, -2.459, 4.708], [1.835, -0.551, 4.817], [2.281, -2.400, 2.311], [1.554, -0.763, 2.414], [0.608, -2.186, 2.957], [-0.020, 0.476, 0.454], [-1.039, -0.306, -0.993], [-0.276, -0.105, -2.290], [-1.223, -1.052, -3.702], [-2.034, 0.126, -0.998], [-1.118, -1.366, -0.772], [0.693, -0.584, -2.232], [-0.212, 0.934, -2.581], [-5.185, 6.593, -1.302], [-5.896, 5.446, -0.621], [-5.090, 4.297, -0.705], [-5.680, 3.175, -0.061], [-4.682, 2.039, -0.116], [-4.123, 6.541, -1.064], [-5.271, 6.557, -2.391], [-5.575, 7.558, -0.979], [-6.063, 5.699, 0.442], [-6.884, 5.247, -1.059], [-5.900, 3.448, 0.979], [-6.606, 2.896, -0.580], [-4.221, 2.052, -1.106], [-5.186, 1.082, 0.009], [-3.901, 2.172, 0.629], [6.230, -2.620, 0.553], [4.794, -2.634, 1.004], [4.342, -1.386, 1.470], [4.302, -0.349, 0.487], [3.529, -0.712, -0.781], [6.856, -2.068, 1.255], [6.629, -3.636, 0.485], [6.366, -2.175, -0.440], [4.136, -3.036, 0.220], [4.674, -3.319, 1.850], [3.781, 0.462, 0.995], [5.325, -0.045, 0.240], [2.474, -0.845, -0.548], [3.918, -1.615, -1.247], [3.619, 0.125, -1.477]], "e_above_lowest_kcal_mol": 0.0, "spin_multiplicity": 1, "smiles": "C[N+](=O)[O-].C[N+](=O)[O-].BrCCBr.CCOCC.CCOCC"}

=====

The records above give, respectively, E_tot values of -123051.0505 -60263.7052 -8292.7758 -25980.8541 -168274.3778 eV.